5
Properties=species:S:1:pos:R:3 method="wB97M-V/def2-TZVPD" charge=+1 homo_lumo_gap_ev=11.18 e_homo_ha=-0.729
O 0.64307 1.08630 1.03144
F 0.87243 -1.34097 0.16497
F 0.34716 0.22380 -1.34980
S 0.04635 0.12202 0.15723
Cl -1.90902 -0.09116 -0.00384

121
Properties=species:S:1:pos:R:3 method="wB97M-V/def2-TZVPD" s_squared=0.760 multiplicity=2 charge=-2 homo_lumo_gap_ev="5.18 / 5.18" e_homo_ha="-0.057 / -0.057"
Tl 0.15621 -0.12463 -0.11054
C 0.50211 -1.19492 7.60177
C -0.68568 -0.85985 6.97247
C -0.68264 -0.40576 5.65798
C 0.50654 -0.28408 4.94544
C 1.69509 -0.64026 5.58825
C 1.69764 -1.08046 6.90032
P 0.57195 0.13563 3.15267
C -1.09448 0.85580 2.89679
C -2.10481 -0.03149 2.51654
C -3.39266 0.43066 2.27891
C -3.67787 1.78223 2.40326
C -2.67634 2.67065 2.76959
C -1.39184 2.21065 3.01646
C 1.64682 1.62621 3.17265
C 1.87212 2.34382 4.32073
C 2.74133 3.45594 4.33282
C 3.38524 3.81177 3.18242
C 3.17304 3.09663 1.97788
C 3.86683 3.46663 0.79810
C 3.65277 2.76623 -0.35294
C 2.72131 1.70155 -0.37808
C 1.99547 1.29032 0.71964
C 2.26801 2.00125 1.93656
H 0.49876 -1.54926 8.62566
H -1.62749 -0.94952 7.50101
H -1.62128 -0.14458 5.18567
H 2.63504 -0.56587 5.05142
H 2.63519 -1.34417 7.37568
H -1.88509 -1.08878 2.38254
H -4.15450 -0.27351 1.96740
H -4.67483 2.14903 2.18832
H -2.88963 3.73080 2.83578
H -0.60736 2.91145 3.26903
H 1.38168 2.05196 5.24308
H 2.89582 4.00887 5.25218
H 4.07513 4.65032 3.16859
H 4.55639 4.30442 0.83359
H 4.18394 3.03730 -1.26036
H 2.56376 1.21451 -1.33792
O -1.47162 2.53177 -0.41030
H -2.26009 2.01206 -0.61023
H -0.86704 2.33108 -1.16268
N 0.98501 -2.00436 -4.04582
C 0.99487 -2.11608 -2.65314
N 0.10224 -2.98063 -2.13232
O 1.80043 -1.47791 -1.98082
H 0.07885 -2.11900 -4.47823
H 1.41909 -1.13474 -4.31944
H -0.62757 -3.35903 -2.70751
H -0.04522 -3.05002 -1.12518
C -8.85939 -4.65343 -4.58386
C -7.58248 -3.89662 -4.33129
C -7.32615 -2.69158 -4.97022
C -6.15305 -1.97861 -4.74225
C -5.96325 -0.67195 -5.46249
C -5.19269 -2.47461 -3.84618
Te -3.34782 -1.41128 -3.55659
N -1.43699 0.26952 -3.10550
C -0.39820 1.01075 -3.32568
O 0.22778 1.69844 -2.45564
C 0.09632 1.07122 -4.75571
C -0.52096 0.37580 -5.79137
C -0.01474 0.44943 -7.08091
C 1.11054 1.22108 -7.34797
C 1.72627 1.91640 -6.31663
C 1.22084 1.84181 -5.02493
C -4.40329 0.07377 -2.46895
C -5.05106 -0.38660 -1.32275
C -5.79313 0.46593 -0.52253
C -5.88413 1.80813 -0.86116
C -5.24297 2.26769 -1.99753
C -4.49741 1.42284 -2.82539
C -3.85974 2.02476 -4.04295
C -5.44599 -3.68793 -3.18163
C -4.53562 -4.29438 -2.14547
C -6.63417 -4.37368 -3.44372
H -9.42846 -4.20195 -5.39805
H -9.49902 -4.66318 -3.69800
H -8.66051 -5.69358 -4.85067
H -8.05886 -2.29212 -5.66610
H -6.82463 -0.45456 -6.09610
H -5.06367 -0.68261 -6.08196
H -5.84061 0.15323 -4.75610
H -1.39821 -0.22852 -5.58246
H -0.50082 -0.09978 -7.87883
H 1.50687 1.27697 -8.35506
H 2.60575 2.51794 -6.51494
H 1.68021 2.36245 -4.19414
H -4.95845 -1.43129 -1.04958
H -6.27814 0.08355 0.36776
H -6.44593 2.49574 -0.24006
H -5.31449 3.31668 -2.26581
H -4.50942 2.80161 -4.45446
H -3.67151 1.27759 -4.81267
H -2.89889 2.47482 -3.79242
H -3.51595 -3.92458 -2.15311
H -4.50195 -5.38024 -2.25353
H -4.91324 -4.09027 -1.13942
H -6.81613 -5.31147 -2.92534
C -0.37991 -9.23545 3.42972
C -0.59050 -7.87386 2.82450
C -0.64818 -7.68978 1.45090
C -0.85176 -6.43686 0.87883
C -0.88282 -6.31986 -0.61987
C -1.01124 -5.29779 1.68742
Se -1.32932 -3.56754 0.94608
C -0.93391 -5.47804 3.08616
C -1.07066 -4.31097 4.02475
C -0.73532 -6.74386 3.62241
H -0.20651 -9.98503 2.65479
H -1.24768 -9.56094 4.01173
H 0.48158 -9.25310 4.10330
H -0.52789 -8.54825 0.79387
H -0.85835 -7.30801 -1.08711
H -0.02819 -5.74075 -0.98124
H -1.77046 -5.77904 -0.95013
H -0.54406 -3.43732 3.63889
H -0.68689 -4.56375 5.01627
H -2.11773 -4.00808 4.12527
H -0.67855 -6.84475 4.70418

84
Properties=species:S:1:pos:R:3 method="wB97M-V/def2-TZVPD" s_squared=0.754 multiplicity=2 homo_lumo_gap_ev="8.79 / 9.96" e_homo_ha="-0.309 / -0.355"
C 2.53541 2.76427 1.83074
C 1.04365 2.35857 1.79320
C 0.56122 2.28588 3.24597
C 0.16031 3.38204 1.05310
C 0.09854 3.30438 -0.47831
C 1.39719 3.95453 -1.08089
C 2.14449 3.23730 -2.20590
C 3.09526 2.15852 -1.73568
F 4.16965 2.74106 -1.06008
C -1.07253 4.17269 -0.99704
C -2.47651 3.91105 -0.40892
C -2.89697 5.04795 0.51447
N -3.07545 4.75922 1.87226
O -3.07780 6.16655 0.08858
C -0.14034 1.84304 -0.93159
C -0.09972 0.73699 0.14290
C 0.28973 -0.55983 -0.57902
C -1.44924 0.52802 0.85967
N 0.95499 1.00666 1.15197
O 1.15928 0.03104 1.94733
H 2.95362 2.53361 2.81221
H 3.12784 2.21863 1.09965
H 2.66321 3.83510 1.67966
H 1.16281 1.59115 3.82523
H -0.49625 2.03230 3.32457
H 0.68989 3.28330 3.67756
H 0.55586 4.36770 1.32152
H -0.84468 3.33410 1.47731
H 1.12219 4.93699 -1.47108
H 2.11421 4.16082 -0.28745
H 1.45273 2.79318 -2.92815
H 2.72680 3.96383 -2.77852
H 2.60516 1.47053 -1.03955
H 3.50543 1.58686 -2.56663
H -0.83403 5.22951 -0.85860
H -1.11838 4.01546 -2.07889
H -3.20456 3.90576 -1.22032
H -2.52331 2.96058 0.12490
H -2.91975 3.78826 2.10315
H -2.54444 5.36055 2.48666
H -1.13602 1.76202 -1.37595
H 0.54845 1.55797 -1.72173
H 0.09326 -1.43771 0.03221
H 1.36149 -0.54881 -0.78855
H -0.23102 -0.63094 -1.53525
H -1.58746 -0.53314 1.06720
H -1.52617 1.05049 1.81119
H -2.28041 0.82466 0.21884
C 3.59181 -4.70458 -3.97985
C 2.12798 -4.79768 -3.53399
C 1.05117 -4.26259 -4.48473
F 1.19816 -2.93605 -4.68036
F -0.15909 -4.47604 -3.92411
F 1.97209 -4.25425 -2.31168
F 1.86325 -6.13699 -3.43767
O 4.34219 -3.63088 -3.45638
C 4.42673 -2.42516 -4.08166
C 3.87609 -1.30021 -3.19502
F 2.58544 -1.53576 -2.88482
F 3.93687 -0.13093 -3.87589
F 3.83803 -2.42812 -5.29064
F 5.73863 -2.14817 -4.27255
H 4.05936 -5.59088 -3.55411
H 3.67868 -4.77706 -5.06425
H 1.09409 -4.78112 -5.44577
H 4.46127 -1.21935 -2.27745
C -2.18533 -2.80250 3.19370
C -2.23233 -3.92804 4.23297
C -2.52910 -5.34833 3.73816
F -3.76124 -5.41996 3.19486
F -2.48252 -6.18963 4.79429
F -3.07132 -3.60771 5.23658
F -0.96650 -4.00115 4.74672
O -3.34744 -2.00563 3.06982
C -4.35352 -2.32299 2.20930
C -5.68676 -2.52214 2.94537
F -5.57628 -3.51152 3.85138
F -6.63127 -2.86725 2.04289
F -4.05678 -3.37863 1.43411
F -4.53447 -1.25862 1.38290
H -1.42797 -2.11530 3.56897
H -1.83528 -3.16932 2.22819
H -1.78473 -5.66174 3.00174
H -5.97746 -1.59643 3.44503

19
Properties=species:S:1:pos:R:3 method="wB97M-V/def2-TZVPD" smiles=CCC.CC homo_lumo_gap_ev=11.61 e_homo_ha=-0.387
C 1.47068 0.66427 -1.89321
C 0.32481 0.44897 -0.96886
C -0.96447 1.22679 -1.49974
H 1.67159 -0.14608 -2.58610
H 1.26771 1.53556 -2.56242
H 2.49623 0.86635 -1.47732
H 0.31430 0.89346 0.03741
H 0.12583 -0.53622 -0.57750
H -1.02156 0.83822 -2.55911
H -0.78683 2.28352 -1.63521
H -1.84898 0.81312 -0.97910
C 0.21573 -1.56336 1.96673
C -1.00248 -0.62435 2.24023
H 1.28003 -1.24888 2.04187
H 0.05853 -2.50647 2.50974
H 0.13035 -1.67121 0.86462
H -0.65766 0.46295 2.23876
H -1.31909 -0.89513 3.31882
H -1.75470 -0.84151 1.52040

34
Properties=species:S:1:pos:R:3 method="wB97M-V/def2-TZVPD" charge=+1 smiles="C[C@H](I)C[C@H]1CC[NH2+][C@@H](PP(=O)(O)O)C1" homo_lumo_gap_ev=8.84 e_homo_ha=-0.443
C -3.65184 0.36948 2.79465
C -2.16448 0.01712 2.81773
I -1.04718 1.77010 3.37723
C -1.72631 -0.65035 1.48942
C -0.47176 -0.15980 0.77219
C 0.83900 -0.50901 1.53441
C 1.77130 -1.47231 0.80546
N 2.02214 -1.09539 -0.64355
C 0.88587 -0.32263 -1.28293
P 0.90570 -0.41217 -3.15504
P 1.72879 1.58990 -3.56519
O 3.18991 1.58874 -3.61229
O 1.09177 2.53321 -2.42609
O 0.95349 2.03031 -4.87488
C -0.41259 -0.77617 -0.63151
H -4.24165 -0.53141 2.97183
H -3.92915 0.81719 1.83995
H -3.89639 1.09341 3.56844
H -2.00613 -0.68742 3.62901
H -1.59235 -1.72008 1.68391
H -2.56359 -0.57081 0.79111
H -0.51894 0.91748 0.60475
H 1.37913 0.40590 1.77542
H 0.59642 -0.98867 2.48264
H 2.74215 -1.48350 1.29631
H 1.38347 -2.48839 0.81740
H 2.19438 -1.95376 -1.16819
H 2.88254 -0.55087 -0.72131
H 1.05037 0.71191 -0.98572
H 2.12110 -1.10543 -3.33085
H 1.78788 3.09959 -2.04677
H 0.41998 2.83286 -4.75964
H -0.47950 -1.86961 -0.60179
H -1.24356 -0.42942 -1.24612

18
Properties=species:S:1:pos:R:3 method="wB97M-V/def2-TZVPD" charge=+1 homo_lumo_gap_ev=10.57 e_homo_ha=-0.527
C -1.07590 -1.05919 0.54851
C -1.21944 1.08836 -0.32509
C -3.17733 0.08633 0.67990
C 3.09809 -1.23436 -0.70631
N -0.33758 -1.92056 0.76675
N -1.75803 -0.05124 0.30503
O 1.71693 -0.80850 -0.95872
H -0.56966 1.69333 0.37484
H -1.86646 1.92077 -0.58678
H -0.40814 0.79278 -1.02580
H -3.78364 0.14219 -0.21366
H -3.04991 1.11902 1.12770
H -3.56831 -0.62785 1.43590
H 3.64295 -1.28732 -1.54644
H 3.06689 -2.14642 -0.18207
H 3.56559 -0.44161 -0.06285
H 1.46455 -1.35060 -1.72216
H 0.42736 -2.55000 0.68403

91
Properties=species:S:1:pos:R:3 method="wB97M-V/def2-TZVPD" s_squared=0.758 multiplicity=2 charge=+1 homo_lumo_gap_ev="5.32 / 3.81" e_homo_ha="-0.318 / -0.318"
Ir -0.41818 -1.87474 -0.95332
C 4.37957 -0.47940 -1.00613
C 5.20974 -0.69051 0.24500
C 5.87986 -2.07094 0.19210
C 4.57931 -0.47793 1.62233
C 5.49107 -0.00230 2.55825
C 5.18604 0.07541 3.90967
C 3.96205 -0.36240 4.34531
C 2.98955 -0.87153 3.46387
C 1.82146 -1.42590 4.14444
C 0.71447 1.07649 0.73047
C 1.68338 -2.68541 4.46752
C 3.28697 -0.81779 2.07814
N 2.29996 -1.43017 1.13885
C 2.28375 -2.76880 1.21654
C 1.53566 -3.70703 0.54197
C 1.72521 -5.09272 0.72077
C 0.84831 -5.73588 -0.11974
C 0.10875 -4.74566 -0.79399
N 0.50958 -3.52076 -0.37680
C -0.94505 -4.97497 -1.85897
C -1.21537 -6.47730 -1.98070
C -2.27348 -4.29270 -1.51637
C -0.42129 -4.46185 -3.20925
H 5.04188 -0.42837 -1.87216
H 3.82005 0.45773 -0.97258
H 3.69272 -1.30347 -1.19052
H 6.00619 0.05501 0.20169
H 5.13253 -2.86163 0.07789
H 6.45316 -2.27349 1.09580
H 6.55221 -2.13295 -0.66511
H 6.47736 0.28456 2.21602
H 5.92200 0.43626 4.61591
H 3.71574 -0.36356 5.39886
H -2.38189 -0.63200 4.38711
H -0.22957 1.46664 0.35325
H -1.54038 3.07063 -2.30057
H 1.54077 1.78242 0.66423
H 0.86846 -3.16321 4.98947
H -2.12467 -1.15121 3.92140
H 0.59451 1.81287 3.11873
H 2.96928 -3.17866 1.94975
H 2.44511 -5.53214 1.39337
H 0.73611 -6.79818 -0.24737
H -1.59465 -6.89026 -1.04528
H -0.31334 -7.02125 -2.26160
H -1.96315 -6.65032 -2.75480
H -2.62347 -4.56459 -0.52034
H -3.02878 -4.57712 -2.24999
H -2.25760 -3.19179 -1.54089
H 0.48233 -4.99452 -3.50792
H -0.17203 -3.39471 -3.17801
H -1.17929 -4.60413 -3.98090
C -1.09109 5.92846 -4.50687
C -1.85623 4.63022 -4.30956
N -2.64120 4.60690 -3.07560
C -3.75812 5.55163 -2.93669
C -3.42490 6.73538 -2.04088
C -2.37520 3.74867 -2.11419
S 1.28064 -0.65852 -2.08779
N -3.05296 3.72130 -0.99443
C -2.76263 2.71102 -0.13526
O -2.05104 1.72114 -0.40438
C -3.34469 2.82321 1.22545
C -4.11980 3.92317 1.58673
C -4.64217 4.01172 2.86677
C -4.39625 3.00307 3.78795
C -3.63037 1.90002 3.42989
C -3.10630 1.80790 2.15208
H -0.50802 5.87186 -5.42557
H -0.40925 6.11105 -3.67602
H -1.76444 6.78043 -4.59571
H -1.16834 3.78501 -4.27646
H -2.53983 4.46206 -5.14474
H -4.60502 4.99970 -2.53139
H -4.01735 5.88107 -3.94284
H -3.16521 6.39178 -1.04118
H -4.29319 7.38958 -1.96435
H -2.59521 7.31851 -2.43843
H -4.30707 4.69751 0.85697
H -5.24500 4.86527 3.14634
H -4.80885 3.07187 4.78603
H -3.45532 1.10755 4.14546
H -2.53049 0.94001 1.85353
O -1.74605 -0.42368 -1.76753
H -1.41866 -0.11001 -2.62099
H -1.87788 0.40313 -1.21388
Cl 0.60020 0.66575 2.51725
Si 1.22136 -0.59651 -0.02040
Cl 2.97060 -3.98031 4.23561
Cl -1.62764 -1.64065 1.01971

79
Properties=species:S:1:pos:R:3 method="wB97M-V/def2-TZVPD" charge=+2 homo_lumo_gap_ev=3.77 e_homo_ha=-0.488
Al -3.20476 -10.35117 9.93440
F -3.94763 -12.16287 11.02426
O -1.93513 -11.42461 9.51025
P -0.96252 -12.51122 9.04747
N -0.74543 -12.68015 7.31218
C -1.85359 -12.19451 6.37972
C 0.01665 -13.74615 6.61073
N -1.51532 -14.04703 9.55740
C -0.70353 -15.23451 9.89400
C -2.92969 -14.10209 9.73758
N 0.66860 -12.31240 9.65120
C 1.79446 -11.77626 8.85000
C 0.93332 -12.23966 11.06487
H -1.79642 -11.12317 6.18723
H -2.80945 -12.29504 6.89382
H -1.78480 -12.82913 5.49618
H 0.79983 -14.08356 7.28961
H 0.29750 -13.50909 5.58455
H -0.64967 -14.59776 6.47334
H 0.29862 -15.15259 9.47319
H -0.43213 -15.30750 10.94715
H -1.04358 -16.15370 9.41697
H -3.34281 -14.02584 8.73179
H -3.21692 -15.11907 10.00468
H -3.42997 -13.48884 10.48708
H 1.95087 -12.34384 7.93267
H 1.74439 -10.69177 8.75282
H 2.71420 -11.92060 9.41686
H 1.83734 -12.73280 11.42217
H 0.20651 -12.81328 11.64003
H 0.72335 -11.24022 11.44584
C -6.22496 -12.67770 9.69918
O -6.95535 -11.48444 10.18793
C -6.24191 -10.39375 10.68266
O -5.09364 -10.03378 10.59993
O -7.20467 -9.58877 11.23380
C -6.64090 -8.44766 11.92663
H -5.18249 -12.55421 9.40575
H -6.80971 -12.92927 8.81438
H -6.29883 -13.49847 10.41262
H -6.55830 -8.63703 12.99687
H -7.27213 -7.57745 11.74662
H -5.64681 -8.03659 11.75088
C -4.55272 -11.61670 12.99608
O -4.25388 -10.29905 13.58407
C -3.77824 -9.29074 12.78575
O -3.68960 -9.28155 11.55663
O -3.47744 -8.32167 13.59531
C -2.79127 -7.15515 13.05355
H -5.12890 -11.53163 12.07473
H -5.24771 -12.06556 13.70574
H -3.66531 -12.24555 12.92443
H -3.39956 -6.73272 12.25377
H -1.83774 -7.49083 12.64585
H -2.54840 -6.36900 13.76845
C -2.24409 -13.24258 12.11452
O -1.18540 -12.40303 12.55027
C -1.09169 -11.12112 12.19655
O -1.81920 -10.55341 11.37749
O 0.03391 -10.67996 12.78812
C 0.39376 -9.28193 12.52786
H -2.38607 -13.05244 11.05066
H -3.09763 -13.04059 12.76162
H -2.07405 -14.31788 12.16841
H 0.46631 -9.14120 11.44941
H 1.28838 -9.04857 13.10518
H -0.50553 -8.73970 12.82003
C -3.79167 -14.21467 11.68630
O -4.74773 -15.22915 11.80728
C -4.75703 -16.09037 12.72836
O -3.95457 -16.25951 13.62443
O -5.80741 -16.95308 12.63241
C -6.63078 -17.04053 11.46834
H -4.11012 -13.29810 12.18287
H -3.83824 -14.02499 10.61395
H -2.77474 -14.60660 11.70470
H -7.20219 -16.12647 11.30681
H -7.31016 -17.86554 11.68259
H -6.06067 -17.23327 10.55954